1.
55
Properties=species:S:1:pos:R:3:lowdin_charge:R:1 method="wB97M-V/def2-TZVPD" spin_multiplicity=1 e_homo_ev="-13.64 / -13.70" e_lumo_ev="-7.461 / -8.039" gap_ev="6.18 / 5.66" total_charge=+2 de_lowest_ev=0.0000
Tc 9.83702 9.51778 9.76437 1.25
N 6.93240 10.31139 6.26948 0.10
C 7.64446 10.29637 7.41414 -0.68
S 8.66497 11.72384 7.76346 1.07
N 7.28301 9.36081 8.31869 0.00
N 7.82106 9.58484 9.60746 -0.22
C 6.97232 9.34683 10.62984 0.00
C 7.15535 9.93338 11.94929 -0.16
C 6.10353 10.11021 12.83996 -0.03
C 6.21744 10.96713 13.89751 -0.06
C 7.41034 11.61168 14.18095 -0.03
C 8.54772 11.25358 13.50000 0.01
C 8.38771 10.54224 12.28550 -0.29
O 9.34545 10.64442 11.34374 -0.24
H 7.44721 10.47888 5.37786 0.14
H 6.41796 9.44934 6.13332 0.11
H 6.05638 8.82078 10.29830 0.15
H 5.16337 9.59147 12.64980 0.13
H 5.36654 11.13504 14.50291 0.11
H 7.40989 12.31290 15.07090 0.15
H 9.52631 11.57019 13.86732 0.13
N 9.63162 7.62917 10.93403 -0.01
N 8.93186 6.71746 10.06792 -0.03
C 9.13188 6.55741 8.75719 -0.67
N 8.57629 5.48543 8.18332 0.17
S 10.00353 7.88885 7.87799 0.69
H 10.61904 7.32567 11.16212 0.14
H 9.10538 7.71958 11.77272 0.10
H 8.33255 6.09822 10.58202 0.16
H 8.16088 4.71603 8.71978 0.15
H 8.59934 5.45756 7.17725 0.12
N 16.63904 8.79818 12.73033 0.23
C 15.60241 8.92329 12.22456 -0.14
C 14.30668 9.09374 11.67812 -0.19
C 13.30510 9.67213 12.39616 0.03
C 11.97480 9.67824 11.92655 -0.05
N 11.74055 9.31867 10.63151 -0.12
C 12.77004 8.75895 9.89215 -0.13
C 13.98896 8.52536 10.42405 0.03
H 13.51717 10.13515 13.39039 0.16
H 11.13383 9.95459 12.53974 0.10
H 12.49415 8.37876 8.91617 0.06
H 14.67649 7.95701 9.84987 0.13
C 10.06996 10.95250 8.49942 -0.57
C 11.27510 11.68677 8.17864 -0.31
C 11.29936 13.09400 8.41932 -0.03
C 12.45820 13.82475 8.13209 -0.04
C 13.64120 13.19181 7.79218 -0.04
C 13.67329 11.80175 7.67366 -0.06
C 12.53317 11.08760 7.86032 -0.06
H 10.45264 13.64115 8.74343 0.09
H 12.45407 14.89528 8.22359 0.12
H 14.53890 13.78663 7.77211 0.12
H 14.62133 11.34995 7.37445 0.13
H 12.58109 10.01851 7.66511 0.09

2.
64
Properties=species:S:1:pos:R:3:lowdin_charge:R:1 method="wB97M-V/def2-TZVPD" spin_multiplicity=5 e_homo_ev="-13.05 / -13.19" e_lumo_ev="-4.313 / -6.427" s2=6.030 gap_ev="8.74 / 6.76" total_charge=+1 de_lowest_ev=0.2051
Ru 0.00525 0.47192 0.00658 1.76
C 1.03393 1.65966 3.57047 0.02
C 0.29574 0.41222 3.25700 -0.29
N -0.16736 0.01259 2.07577 0.02
C -0.81679 -1.19365 2.26998 -0.11
C -0.75674 -1.51743 3.58682 -0.04
N -0.05412 -0.50034 4.17539 0.22
C -1.24275 -2.64145 4.44466 -0.46
O -1.93702 -3.59124 3.85815 0.17
O -0.99515 -2.60133 5.61940 0.15
C -1.40214 -1.89257 1.10818 -0.53
O -2.09370 -2.88696 1.23255 0.11
O -1.16792 -1.29842 -0.02984 -0.14
H 1.55340 2.02415 2.69020 0.06
H 1.77313 1.47238 4.34774 0.10
H 0.34414 2.42514 3.93080 0.10
H 0.15662 -0.49279 5.16611 0.19
H -2.05060 -3.43697 2.88918 0.08
F 1.61788 -1.14030 0.18358 -0.32
As 3.21117 -0.27361 0.22180 0.78
F 4.03874 -1.66330 -0.24865 -0.16
F 2.84041 0.19197 -1.39892 -0.23
F 4.53408 0.77982 0.29182 -0.18
F 2.08134 1.14066 0.68590 -0.37
F 3.27492 -0.62250 1.89262 -0.20
O -0.71398 1.31713 -3.90644 0.14
C -0.19149 1.60583 -2.86810 -0.48
O -0.11911 0.68125 -1.87519 -0.23
C 0.25383 2.97327 -2.48301 -0.14
C -0.53026 4.04190 -2.90640 0.02
C -0.22786 5.32544 -2.48573 0.03
C 0.87145 5.50349 -1.66624 -0.12
C 1.69697 4.46470 -1.27807 0.03
C 1.37679 3.18038 -1.68851 -0.02
N 1.17353 6.87099 -1.17790 -0.35
O 0.50471 7.77819 -1.62150 0.10
O 2.05649 6.98053 -0.35500 0.10
H -1.37523 3.86158 -3.55752 0.13
H -0.82095 6.17864 -2.77998 0.13
H 2.56619 4.66677 -0.66923 0.13
H 2.01971 2.35355 -1.41756 0.09
C -3.52793 0.65327 -3.19195 0.01
N -3.01285 -0.20256 -2.08609 -0.17
C -3.40108 -1.62959 -2.29165 0.03
C -3.49402 0.29064 -0.74853 -0.08
C -2.87252 1.58921 -0.29092 -0.20
C -3.69354 2.71155 -0.23342 -0.02
C -3.23802 3.93609 0.24073 -0.03
C -1.93814 4.06131 0.69524 -0.04
C -1.09961 2.95316 0.66782 -0.10
C -1.55341 1.74073 0.16303 -0.19
H -3.07170 0.33741 -4.12424 0.11
H -3.26612 1.68905 -2.99428 0.10
H -4.60930 0.53798 -3.23021 0.11
H -1.98601 -0.16069 -2.09650 0.12
H -4.48632 -1.69758 -2.25548 0.12
H -2.94968 -2.23043 -1.50731 0.09
H -3.04023 -1.94658 -3.26658 0.12
H -3.31688 -0.50965 -0.03878 0.12
H -4.57065 0.42063 -0.85079 0.14
H -4.72254 2.62276 -0.56169 0.13
H -3.90739 4.78529 0.26048 0.12
H -1.57092 5.00591 1.07362 0.12
H -0.07589 3.06288 1.01490 0.10

3.
57
Properties=species:S:1:pos:R:3:lowdin_charge:R:1 method="wB97M-V/def2-TZVPD" spin_multiplicity=1 e_homo_ev="-13.42 / -13.42" e_lumo_ev="-9.255 / -9.255" gap_ev="4.17 / 4.17" total_charge=+2 de_lowest_ev=1.3567
Au 1.45375 -0.33438 1.19783 1.02
Br -2.39688 -1.46915 0.75605 0.81
C -1.46241 -2.23565 2.20958 -0.72
C -2.04272 -3.25530 2.95058 -0.06
C -1.35119 -3.72087 4.05675 0.00
C -0.13168 -3.14636 4.39658 0.04
C 0.35713 -2.14553 3.58179 -0.20
N -0.28763 -1.70926 2.49615 0.01
C 1.64350 -1.44514 3.92288 -0.53
O 2.20905 -1.59095 4.96550 0.17
O 2.15224 -0.59125 3.01406 -0.28
H -3.00667 -3.65609 2.67371 0.12
H -1.77164 -4.51356 4.66061 0.13
H 0.43175 -3.45107 5.26687 0.14
C 1.34525 4.48309 0.52215 0.01
N 2.04115 4.01325 1.72302 -0.10
C 3.02520 4.71434 2.34935 0.02
C 3.35342 4.02640 3.48036 0.03
N 2.56152 2.92292 3.53035 -0.08
C 2.56367 1.96240 4.64412 0.04
C 1.75178 2.91107 2.45260 -0.59
Se 0.36260 1.70393 2.09947 0.96
H 2.07475 4.94633 -0.13686 0.11
H 0.58934 5.21256 0.80509 0.12
H 0.87039 3.64280 0.02689 0.05
H 3.40709 5.64254 1.96088 0.15
H 4.08535 4.24148 4.23960 0.15
H 3.55481 1.97033 5.08753 0.12
H 2.33720 0.96970 4.27147 0.04
H 1.82555 2.27401 5.38052 0.12
C 0.40376 -2.54765 -1.19620 -0.01
C 0.71556 -1.15317 -1.59524 -0.31
N 1.10166 -0.16959 -0.78209 -0.10
C 1.36433 0.94810 -1.55355 -0.10
C 1.12114 0.63135 -2.84367 -0.01
N 0.71292 -0.68513 -2.85374 0.02
C 0.29384 -1.44088 -4.04911 -0.04
N -1.09524 -1.72889 -4.03552 -0.06
N -1.51791 -2.95754 -3.60771 0.05
N -2.78353 -2.97567 -3.57170 0.10
C -3.26395 -1.74418 -3.97968 -0.22
C -4.57605 -1.28753 -4.12425 0.01
C -4.73859 0.00579 -4.56321 -0.06
C -3.63208 0.82781 -4.86006 -0.06
C -2.33305 0.38849 -4.72569 -0.01
C -2.17789 -0.92314 -4.27378 -0.17
H 0.76238 -2.73918 -0.18479 0.07
H 0.87667 -3.25900 -1.87202 0.10
H -0.66818 -2.73525 -1.22865 0.04
H 1.73570 1.86113 -1.12831 0.09
H 1.21171 1.20693 -3.74805 0.14
H 0.83506 -2.38430 -4.08378 0.15
H 0.56481 -0.83663 -4.91315 0.15
H -5.41566 -1.93228 -3.90618 0.12
H -5.73427 0.40449 -4.69831 0.11
H -3.81348 1.83224 -5.21858 0.11
H -1.49533 1.02107 -4.98847 0.10

4.
56
Properties=species:S:1:pos:R:3:lowdin_charge:R:1 method="wB97M-V/def2-TZVPD" spin_multiplicity=1 e_homo_ev=-10.75 e_lumo_ev=-4.124 gap_ev=6.62 total_charge=+1 de_lowest_ev=0.5795
Au 0.55377 0.75414 1.42065 0.88
N -1.08402 3.68426 -1.20818 0.10
C -0.82876 2.64502 -0.39554 -0.78
S 0.48299 2.90856 0.77364 0.63
N -1.55285 1.56990 -0.49715 0.05
N -1.14156 0.58984 0.36922 -0.11
C -1.87984 -0.44032 0.61989 -0.13
C -3.21556 -0.63465 0.03125 -0.19
C -4.22286 0.29959 0.25507 -0.02
C -5.47365 0.10423 -0.30393 -0.06
C -5.71290 -1.00529 -1.10405 -0.06
C -4.70508 -1.92894 -1.33931 -0.06
C -3.45565 -1.75023 -0.76654 -0.03
C -1.26615 -1.45484 1.50861 -0.17
C -1.86964 -2.63685 1.87307 0.03
C -1.14165 -3.54781 2.63611 0.00
C 0.16071 -3.26555 2.98458 0.00
C 0.71105 -2.04673 2.60620 -0.10
N -0.01106 -1.16650 1.92902 -0.05
H -0.62863 4.56849 -1.07092 0.09
H -1.91680 3.65325 -1.77360 0.12
H -4.03018 1.16515 0.87441 0.12
H -6.26219 0.82056 -0.11937 0.11
H -6.68880 -1.14928 -1.54731 0.11
H -4.88868 -2.78831 -1.96889 0.11
H -2.66224 -2.46084 -0.96147 0.13
H -2.88013 -2.84854 1.55710 0.12
H -1.59622 -4.48301 2.93256 0.12
H 0.76449 -3.96916 3.53761 0.13
H 1.73109 -1.76448 2.81688 0.10
O 2.34498 1.04106 -1.55226 0.01
C 1.77771 -0.00302 -2.24471 -0.26
C 1.34655 0.21663 -3.54752 -0.03
C 0.79142 -0.80936 -4.28948 -0.07
C 0.66480 -2.07221 -3.72567 -0.08
C 1.08414 -2.27045 -2.42541 -0.02
C 1.64018 -1.25241 -1.64409 -0.07
C 1.98340 -1.60681 -0.23004 -0.60
O 1.72520 -2.73600 0.17348 0.03
O 2.44272 -0.69520 0.56740 -0.20
H 2.30152 1.80987 -2.13461 0.10
H 1.46120 1.20206 -3.98551 0.11
H 0.46680 -0.62234 -5.30366 0.11
H 0.24654 -2.88890 -4.29561 0.10
H 0.99792 -3.24040 -1.95602 0.12
C 4.59784 4.05457 1.90530 -0.05
N 3.68712 3.17678 2.61744 -0.03
C 3.35638 1.96507 2.19282 -0.80
N 3.92374 1.41128 1.15585 0.17
S 2.14568 1.04783 3.10352 0.66
H 4.51900 5.05028 2.33059 0.10
H 4.31990 4.10409 0.85136 0.09
H 5.63004 3.71475 1.99911 0.10
H 3.19686 3.51486 3.42996 0.13
H 4.59352 1.91426 0.59599 0.12
H 3.46583 0.55206 0.74215 0.06